{
  "formula": "C11H25BrNO7PTa",
  "method": "ωB97M-V with the def2-TZVPD basis set",
  "e_homo_ev": -3.35,
  "e_above_lowest_kcal_mol": 0.0,
  "total_charge": -1,
  "energy_ha": -3987.84473,
  "species": ["C", "H", "C", "H", "H", "O", "H", "P", "C", "O", "Br", "H", "C", "H", "H", "H", "H", "H", "O", "H", "C", "O", "H", "H", "C", "C", "H", "H", "H", "H", "H", "H", "H", "H", "O", "H", "N", "C", "C", "C", "H", "O", "H", "O", "C", "H", "Ta"],
  "xyz": [[3.038, 2.348, -3.936], [-1.217, 0.230, 1.226], [-5.652, -2.099, 3.820], [-6.604, -2.087, 4.348], [2.576, 3.969, -5.283], [-4.500, -0.625, 5.353], [2.534, -3.311, 0.813], [3.658, -1.413, 0.189], [0.663, -0.788, 1.457], [0.974, 2.782, -4.826], [-0.680, -3.170, -0.523], [3.711, 2.154, -6.654], [-1.535, -1.626, 0.325], [-2.313, -1.351, -0.386], [1.124, 1.955, 1.007], [-1.979, -2.076, 1.214], [0.946, -1.833, 1.279], [-0.398, 0.055, -0.300], [4.354, -1.460, -1.335], [3.984, 2.814, -3.677], [-3.588, -0.685, 3.254], [-2.826, 0.148, 4.123], [-3.635, -0.212, 2.276], [-5.848, -2.267, 2.758], [2.358, 2.899, -5.185], [0.872, 2.759, -3.454], [2.851, 0.781, 2.880], [0.433, -0.692, 2.529], [3.958, 1.548, 0.700], [-3.096, -1.658, 3.179], [-5.038, -2.918, 4.194], [5.276, -1.196, -1.274], [2.291, 1.129, -6.372], [3.470, -3.574, -0.511], [-0.160, 2.838, -2.874], [1.996, 0.888, -0.715], [2.833, -2.917, -0.075], [-3.320, 0.054, 5.373], [-4.918, -0.798, 3.986], [-0.599, -0.467, 0.642], [2.139, 2.632, -7.311], [-2.816, 0.489, 6.356], [3.159, 1.262, -3.998], [2.095, 2.642, -2.921], [2.635, 2.159, -6.466], [-5.551, 0.060, 3.739], [2.344, 0.629, 1.057]],
  "forces_ev_per_a": [[-0.1, -0.2, -0.3], [0.1, 0.1, -0.1], [0.1, 0.0, -0.1], [0.0, 0.0, 0.0], [0.0, 0.0, -0.1], [0.0, 0.0, 0.0], [-0.1, 0.0, -0.2], [-0.4, 0.4, -0.3], [0.1, -0.8, 0.2], [-0.1, 0.0, 0.1], [0.1, 0.0, -0.2], [0.0, 0.0, 0.0], [0.0, -0.3, 0.2], [0.0, 0.1, 0.2], [0.0, -0.1, -0.2], [0.0, 0.2, 0.0], [-0.1, 0.1, 0.1], [0.2, -0.1, 0.1], [0.3, 0.2, 0.0], [0.0, 0.0, -0.1], [-0.1, -0.2, 0.1], [0.2, 0.2, 0.1], [-0.1, 0.0, 0.0], [0.0, 0.0, 0.0], [0.0, 0.1, 0.3], [0.0, 0.0, -0.5], [0.1, 0.4, -0.2], [0.1, 0.0, 0.0], [0.2, -0.6, -0.1], [0.0, 0.0, -0.1], [0.0, 0.0, 0.0], [0.0, 0.1, 0.0], [0.0, 0.0, 0.0], [0.0, 0.0, 0.0], [0.1, 0.0, 0.0], [0.2, 0.4, 0.0], [-0.1, -0.1, 0.3], [-0.2, -0.1, 0.1], [0.1, 0.3, 0.0], [-0.2, 0.2, -0.3], [0.0, 0.0, 0.0], [0.0, 0.0, -0.1], [0.1, 0.0, 0.1], [-0.2, 0.2, 0.5], [0.1, 0.0, 0.1], [-0.1, -0.1, 0.0], [-0.3, -0.3, 0.3]],
  "nbo_charge": [-0.09, 0.21, -0.62, 0.22, 0.17, -0.51, 0.37, 0.72, -0.99, -0.52, -0.06, 0.21, -0.39, 0.21, -0.32, 0.19, 0.22, 0.23, -1.00, 0.20, -0.09, -0.48, 0.21, 0.22, 0.07, 0.98, -0.47, 0.22, -0.41, 0.18, 0.22, 0.48, 0.22, 0.37, -0.57, -0.37, -1.16, 0.97, 0.07, -0.44, 0.22, -0.57, 0.19, -0.46, -0.62, 0.18, 1.41]
}